Entry 1:
Entry from the OMol25 dataset: a single C4H6N2O molecule at a distorted geometry (ωB97M-V/def2-TZVPD).

Each line ends with the natural charge from an NBO analysis.
Cartesian coordinates (Å):
H1 2.42322 -1.01396 0.47739  0.357
N1 1.69231 -0.31093 0.40819  -0.696
C1 0.89215 -0.43035 1.37662  0.401
O1 -0.22322 0.30170 1.51797  -0.504
C2 -0.93236 0.75090 0.36457  -0.054
C3 -0.84207 -0.21269 -0.83480  -0.548
C4 -0.00447 0.32097 -1.90722  0.297
N2 0.60115 0.78278 -2.77583  -0.325
H2 0.96867 -1.13946 2.20619  0.154
H3 -0.63582 1.76491 0.07796  0.203
H4 -1.96129 0.78959 0.72251  0.199
H5 -0.44278 -1.18427 -0.51781  0.264
H6 -1.83996 -0.36353 -1.25859  0.253

Gap between HOMO and LUMO = 11.257 eV
Relative energy (zero: lowest compared OMol25 entry of this formula, charge and spin) = 40.22 kcal per mole
Maximum force = 1.1 eV Å⁻¹
E_tot = -9271.75791 eV
Lowest unoccupied orbital energy = 0.026 Eh



Entry 2:
Entry from the OMol25 dataset: 10 unconnected molecules or ions with the total composition C22H64BNO13 at a distorted geometry (ωB97M-V/def2-TZVPD).

Each line ends with the Löwdin charge.
Cartesian coordinates (Å):
C1 3.63779 -0.95573 -1.70954  -0.075
N1 2.34049 -0.58266 -1.12056  -0.069
C2 1.95686 0.73167 -1.69197  -0.055
B1 1.30869 -1.55751 -1.43467  -0.481
O1 1.40012 -2.44560 -2.51892  0.144
C3 -0.01577 -1.69974 -0.52948  -0.338
O2 0.13062 -1.99362 0.62159  0.144
O3 -1.28245 -1.58929 -1.01139  0.058
C4 -1.42920 -0.45481 -1.81873  -0.274
O4 -2.76734 -0.45601 -2.23746  -0.010
H1 4.02152 -1.85403 -1.23163  0.086
H2 3.60610 -1.11750 -2.79273  0.085
H3 4.32834 -0.12684 -1.54391  0.085
H4 2.11024 0.74197 -2.77306  0.070
H5 0.93572 1.00384 -1.42595  0.086
H6 2.60247 1.48270 -1.23115  0.064
H7 1.62599 -1.88000 -3.26734  0.086
H8 -0.79599 -0.50489 -2.71632  0.119
H9 -1.24802 0.47316 -1.26839  0.137
H10 -2.78466 0.05418 -3.05826  0.056
C5 3.86819 -3.98705 2.03903  -0.083
C6 2.54169 -4.68171 2.28878  -0.325
O5 1.52471 -3.73676 2.59672  -0.089
H11 4.16309 -3.40767 2.91454  0.077
H12 4.65599 -4.70856 1.81277  0.074
H13 3.78415 -3.29005 1.20153  0.062
H14 2.62343 -5.36289 3.13707  0.094
H15 2.23789 -5.26258 1.40929  0.110
H16 1.44340 -3.14353 1.84094  0.041
C7 -1.30853 -5.89574 1.00465  -0.086
C8 -1.45113 -7.16607 1.81836  -0.314
O6 -0.17322 -7.73203 2.11389  -0.089
H17 -0.77760 -6.09720 0.07309  0.078
H18 -2.28302 -5.46631 0.76667  0.076
H19 -0.72688 -5.15154 1.55543  0.064
H20 -2.01243 -7.91888 1.26663  0.110
H21 -1.98019 -6.96234 2.75580  0.108
H22 0.32640 -7.07384 2.60642  0.059
C9 -4.47954 3.57704 -4.82989  -0.080
C10 -4.69707 2.40426 -3.89218  -0.301
O7 -3.45991 1.80751 -3.52601  -0.108
H23 -3.95672 3.25245 -5.73034  0.073
H24 -5.42873 4.03082 -5.11982  0.076
H25 -3.86125 4.34139 -4.35208  0.071
H26 -5.29942 1.63643 -4.37614  0.119
H27 -5.21714 2.72758 -2.98851  0.096
H28 -2.93997 2.48009 -3.07748  0.071
C11 0.22710 2.22342 -5.86451  -0.084
C12 1.21913 1.08383 -5.73166  -0.296
O8 0.91184 0.25968 -4.60420  -0.108
H29 0.22484 2.83290 -4.95993  0.075
H30 0.47334 2.85943 -6.71563  0.076
H31 -0.78685 1.83948 -6.00102  0.072
H32 2.22575 1.46940 -5.57584  0.114
H33 1.22455 0.46936 -6.63681  0.112
H34 0.02738 -0.09507 -4.73781  0.080
C13 4.90048 3.04418 2.11058  -0.086
C14 4.41142 2.33913 0.85981  -0.315
O9 3.15105 2.85486 0.43156  -0.104
H35 4.17330 2.93492 2.91574  0.078
H36 5.85612 2.63574 2.44304  0.074
H37 5.02519 4.11408 1.92639  0.073
H38 4.26789 1.27598 1.05055  0.112
H39 5.14006 2.44715 0.04850  0.111
H40 3.26920 3.79248 0.24642  0.062
C15 -3.37327 4.82155 0.67709  -0.087
C16 -3.30467 4.53503 -0.80939  -0.301
O10 -3.65736 3.17657 -1.08499  -0.091
H41 -2.70412 4.15660 1.22274  0.073
H42 -3.09465 5.85569 0.89066  0.075
H43 -4.37862 4.64540 1.05709  0.062
H44 -2.29115 4.68594 -1.18309  0.101
H45 -3.97705 5.19939 -1.36435  0.113
H46 -4.55383 3.04579 -0.76722  0.081
C17 1.23778 -6.76436 6.24114  -0.091
C18 2.03595 -7.80523 5.47672  -0.325
O11 1.26639 -8.98181 5.25689  -0.080
H47 0.91223 -7.16696 7.20076  0.075
H48 1.83010 -5.86501 6.41958  0.074
H49 0.33993 -6.48173 5.68562  0.069
H50 2.92172 -8.09428 6.04062  0.111
H51 2.36486 -7.40507 4.51020  0.091
H52 0.49256 -8.72571 4.74523  0.066
C19 -3.38994 1.14347 3.00825  -0.085
C20 -4.66449 1.87666 3.38451  -0.309
O12 -5.17735 2.62975 2.28382  -0.100
H53 -2.63039 1.84910 2.66994  0.068
H54 -2.99400 0.58317 3.85618  0.076
H55 -3.57186 0.44524 2.18796  0.076
H56 -4.47493 2.58562 4.18907  0.111
H57 -5.42868 1.17075 3.72506  0.108
H58 -5.35916 2.00863 1.57353  0.076
C21 0.73127 6.41257 -0.45854  -0.081
C22 1.66830 6.18016 0.71251  -0.314
O13 2.99340 6.61851 0.41246  -0.086
H59 1.09526 5.89255 -1.34560  0.077
H60 -0.27565 6.05778 -0.23190  0.058
H61 0.67673 7.47577 -0.70454  0.075
H62 1.73083 5.11748 0.94329  0.098
H63 1.30747 6.69965 1.60582  0.112
H64 2.95692 7.55824 0.21837  0.078

Gap between HOMO and LUMO = 9.514 eV
Maximum force = 1.7 eV Å⁻¹
E_tot = -52634.44973 eV
Lowest unoccupied orbital energy = 0.010 Eh